{"formula": "C22H33BeCl2N4O3", "method": "the ωB97M-V functional and the def2-TZVPD basis", "elements": ["O", "C", "C", "C", "H", "C", "H", "C", "H", "C", "H", "C", "H", "H", "C", "C", "H", "H", "H", "C", "C", "H", "H", "H", "H", "Be", "Cl", "Cl", "C", "O", "N", "C", "C", "H", "H", "H", "H", "H", "H", "H", "H", "H", "C", "C", "N", "H", "C", "O", "H", "H", "H", "H", "N", "C", "C", "C", "N", "C", "C", "H", "H", "H", "H", "H", "H"], "positions_angstrom": [[1.1052, -2.6577, -1.8585], [2.3232, -2.9088, -1.7527], [2.9524, -4.0667, -2.4484], [2.3520, -5.3382, -2.4721], [1.4048, -5.4710, -1.9421], [2.9166, -6.4085, -3.1719], [2.4230, -7.3910, -3.1931], [4.1149, -6.2009, -3.8757], [4.5722, -7.0301, -4.4077], [4.7238, -4.9344, -3.8701], [5.6707, -4.7884, -4.4017], [4.1414, -3.8726, -3.1758], [4.5935, -2.8748, -3.1844], [2.9945, -2.1670, -1.2961], [3.5491, -1.0865, 1.2129], [2.3057, -0.2337, 1.1480], [4.2714, -0.5989, 1.8786], [3.9995, -1.2336, 0.2183], [3.2915, -2.0748, 1.6217], [2.1194, 0.9783, 1.6995], [3.1240, 1.7310, 2.4961], [1.1537, 1.4682, 1.5976], [4.0247, 1.1459, 2.6970], [2.6899, 2.0578, 3.4481], [3.4364, 2.6413, 1.9743], [0.5767, -0.4239, -2.8843], [1.0438, -0.8398, 0.1769], [1.8354, -0.9052, -4.2159], [-1.7835, 0.9298, 2.4449], [-1.6814, 1.4974, 1.3502], [-2.4956, 1.3868, 3.4993], [-3.3125, 2.5831, 3.4067], [-2.4535, 0.7133, 4.7875], [-1.2372, -0.0066, 2.6762], [-3.2904, 2.9589, 2.3809], [-2.9370, 3.3487, 4.1006], [-4.3442, 2.3552, 3.7104], [-1.8139, -0.1719, 4.6937], [-3.4621, 0.4155, 5.1097], [-2.0444, 1.3790, 5.5609], [-0.8664, 4.5246, -1.5945], [-0.6354, 5.0594, -3.8702], [-0.0768, 3.7621, -1.5898], [0.1788, 4.3408, -4.0164], [0.1449, 3.3067, -2.9719], [-0.3825, 2.9231, -0.9567], [0.3974, 2.0561, -3.2815], [0.4813, 1.1134, -2.4161], [0.0664, 3.8595, -4.9964], [0.5307, 1.8088, -4.3456], [0.8378, 4.2258, -1.1902], [1.1275, 4.8986, -3.9982], [-4.9028, -1.8372, -3.0114], [-3.5924, -1.6667, -2.7030], [-3.1691, -0.6700, -1.7892], [-1.8143, -0.4167, -1.6775], [-0.9142, -1.0324, -2.4849], [-1.2924, -2.1090, -3.2149], [-2.6081, -2.4852, -3.3254], [-5.6325, -1.2311, -2.6428], [-5.1946, -2.5292, -3.6746], [-3.8835, -0.0690, -1.2254], [-1.4525, 0.2936, -0.9246], [-0.4861, -2.6588, -3.7139], [-2.8758, -3.3218, -3.9619]], "forces_ev_per_angstrom": [[-1.126, -0.113, 0.349], [1.461, -1.677, -1.271], [-0.492, 1.684, 1.075], [-0.545, -1.002, -0.461], [0.277, 0.062, -0.126], [-0.135, 0.797, 0.163], [0.238, 0.465, 0.082], [0.114, -0.213, -0.003], [0.010, 0.105, -0.031], [-0.109, 0.224, 0.365], [-0.358, -0.008, 0.077], [0.899, -0.524, -0.176], [-0.127, -0.349, -0.075], [0.287, 0.077, -0.227], [-0.188, 0.232, 0.255], [0.307, 1.264, 0.379], [-0.030, -0.297, -0.213], [-0.244, 0.072, 0.386], [0.119, 0.231, -0.221], [0.182, -0.708, -0.018], [0.295, 0.181, 0.278], [0.033, -0.181, -0.264], [-0.131, 0.158, 0.078], [0.132, -0.057, -0.002], [0.003, 0.002, -0.013], [-1.121, -1.237, 1.012], [-0.400, -0.494, -0.055], [0.128, 0.476, -0.532], [0.655, 0.698, -1.503], [-0.347, -0.649, 1.628], [-0.309, 0.016, 0.324], [0.044, -0.036, 0.180], [-0.020, 0.064, -0.223], [-0.143, 0.167, -0.194], [0.023, -0.115, 0.216], [-0.007, -0.051, -0.209], [0.159, 0.010, -0.178], [-0.204, 0.177, 0.151], [0.221, -0.034, -0.134], [0.010, -0.132, -0.160], [0.130, -0.259, -0.062], [0.063, -0.278, 0.012], [0.101, -0.083, -0.099], [0.121, -0.269, 0.019], [-0.135, 1.078, 0.097], [0.125, 0.108, -0.198], [0.210, -2.464, 1.319], [0.260, 2.629, -1.496], [0.039, 0.198, 0.268], [0.016, 0.188, 0.255], [-0.199, -0.225, -0.098], [-0.218, -0.209, 0.056], [-2.676, -0.035, -0.196], [1.096, 1.098, 1.257], [0.227, -0.697, -0.827], [-1.489, 1.113, 1.072], [2.316, 0.266, -1.141], [-1.081, -1.033, -0.437], [1.198, 0.298, -0.287], [0.638, -0.402, -0.238], [0.075, 0.034, 0.022], [0.080, -0.226, 0.016], [-0.044, -0.327, -0.413], [-0.375, 0.234, 0.274], [-0.040, -0.023, 0.115]], "mulliken_charge": [-0.61, -0.43, 0.46, -0.21, 0.34, -0.43, 0.33, -0.42, 0.33, -0.53, 0.31, -0.40, 0.29, -0.01, -1.06, 0.68, 0.33, 0.19, 0.27, -0.25, -1.31, 0.27, 0.35, 0.28, 0.23, -0.12, 0.01, -0.46, 0.39, -0.65, 0.15, -0.95, -0.85, 0.17, 0.25, 0.32, 0.32, 0.24, 0.30, 0.31, 0.37, 0.31, -0.74, -0.92, 0.27, 0.09, 0.34, -0.44, 0.30, 0.30, 0.29, 0.33, -0.47, 1.15, -0.77, -0.41, 0.31, -0.32, -1.01, 0.14, 0.14, 0.27, 0.46, 0.32, 0.23], "e_lumo_ev": [2.10, 2.06], "total_charge": -1, "e_homo_ha": [-0.0064, -0.0142], "homo_lumo_gap_ev": [2.3, 2.4]}

{"formula": "C22H33BrN5O2PS", "method": "the ωB97M-V functional and the def2-TZVPD basis", "elements": ["C", "C", "C", "C", "C", "C", "C", "C", "P", "O", "Br", "C", "C", "C", "C", "N", "C", "C", "C", "C", "N", "C", "N", "S", "N", "C", "H", "H", "H", "H", "H", "H", "H", "H", "H", "H", "H", "H", "H", "H", "H", "H", "H", "H", "H", "H", "H", "H", "C", "C", "C", "O", "C", "N", "H", "H", "H", "H", "H", "H", "H", "H", "H", "H", "H"], "positions_angstrom": [[-0.9130, 4.8889, 2.4405], [-0.9070, 3.4639, 1.8645], [0.3687, 3.1428, 1.0804], [0.3201, 3.5481, -0.3807], [1.5125, 2.9370, -1.1459], [1.2797, 1.4219, -1.4487], [2.2116, 0.4629, -0.7419], [1.8112, -0.7105, -0.1311], [0.1014, -1.4214, -0.1691], [-0.5465, -0.8513, -1.5709], [-0.9657, -0.2663, 1.4533], [2.7701, -1.5537, 0.5735], [2.1991, -2.7607, 1.2525], [1.5912, -2.6054, 2.4918], [1.0198, -3.7207, 3.0959], [1.0045, -4.9401, 2.5685], [1.6093, -5.0654, 1.3843], [2.2090, -4.0303, 0.6862], [4.1070, -1.2558, 0.6356], [5.1872, -2.0325, 1.3643], [5.1238, -3.4876, 1.2381], [4.5486, -0.0743, -0.0438], [5.8099, 0.3450, -0.1242], [5.7662, 1.7021, -1.0034], [4.2076, 1.8089, -1.2908], [3.6094, 0.7583, -0.7104], [-1.0611, 5.6210, 1.6523], [0.0347, 5.0540, 2.9454], [-1.6983, 4.9525, 3.1881], [-1.7861, 3.2884, 1.2461], [-0.9840, 2.7904, 2.7169], [1.1904, 3.6678, 1.5723], [0.5955, 2.0849, 1.1988], [0.3726, 4.6345, -0.4469], [-0.5985, 3.2177, -0.8681], [2.3741, 3.0872, -0.5120], [1.6051, 3.4681, -2.0874], [0.2479, 1.2165, -1.1975], [1.4374, 1.3015, -2.5224], [0.1281, -0.5801, -2.2046], [1.5603, -1.6390, 2.9655], [0.5261, -3.5919, 4.0505], [1.6198, -6.0538, 0.9439], [2.6655, -4.1814, -0.2756], [5.2430, -1.7026, 2.4042], [6.1232, -1.7267, 0.9102], [6.0492, -3.8866, 1.2295], [4.5868, -3.8922, 1.9891], [-5.5363, 0.4775, -0.6019], [-4.2126, 0.0492, -1.2269], [-4.2670, -0.0806, -2.7563], [-4.8983, -1.2552, -3.2288], [-6.3083, -1.1903, -3.3178], [-3.7589, -1.1825, -0.5808], [-6.2650, -0.3330, -0.5924], [-5.3797, 0.7818, 0.4328], [-5.9710, 1.3237, -1.1388], [-3.4783, 0.8303, -1.0024], [-3.2391, -0.1361, -3.1248], [-4.7242, 0.8076, -3.2133], [-6.6473, -0.1925, -3.6117], [-6.7820, -1.4754, -2.3752], [-6.6227, -1.9031, -4.0800], [-2.8334, -1.4117, -0.9314], [-4.3434, -1.9436, -0.9170]], "forces_ev_per_angstrom": [[-0.132, -0.796, -0.257], [0.308, 0.217, 0.344], [-0.451, 0.068, 0.404], [0.637, -0.367, -0.189], [-1.037, -0.040, 0.355], [0.648, 0.748, 0.297], [-0.476, -0.177, 0.125], [0.308, 0.606, -0.053], [-0.010, -0.797, 0.024], [0.097, -0.008, 0.129], [0.117, 0.280, -0.236], [0.144, -0.039, -0.242], [0.171, 0.197, 0.278], [0.185, -0.449, -0.199], [-0.182, 0.233, 0.129], [0.270, 0.264, -0.140], [0.052, -0.116, -0.286], [-0.201, 0.260, 0.324], [-0.021, -0.219, 0.083], [0.145, -0.290, -0.221], [-0.316, 0.229, -0.138], [-0.621, -0.513, 0.307], [0.154, 0.500, -0.309], [0.084, -0.435, 0.327], [-0.243, 0.109, -0.338], [0.288, 0.196, -0.109], [0.014, 0.278, 0.079], [0.123, 0.251, 0.029], [-0.179, 0.340, -0.024], [-0.117, -0.028, -0.058], [-0.009, -0.229, -0.001], [0.199, 0.044, -0.072], [-0.032, -0.180, -0.252], [-0.115, 0.116, -0.119], [-0.237, 0.073, 0.124], [0.404, 0.106, -0.258], [0.439, 0.074, -0.063], [-0.099, -0.190, -0.060], [-0.180, -0.174, -0.148], [-0.088, 0.167, -0.033], [-0.059, 0.137, 0.137], [-0.041, -0.126, 0.102], [-0.088, -0.136, 0.064], [0.105, -0.170, -0.132], [-0.128, 0.125, 0.127], [0.128, 0.140, 0.012], [0.051, -0.026, 0.151], [0.025, -0.220, 0.031], [-0.011, 0.152, 0.053], [-0.248, -0.136, 0.051], [0.269, 0.089, -0.023], [-0.109, 0.093, -0.043], [0.064, -0.178, -0.001], [0.064, -0.067, -0.205], [0.019, -0.034, -0.040], [0.027, -0.050, 0.008], [-0.013, -0.022, -0.014], [0.056, -0.017, -0.066], [-0.005, -0.074, 0.007], [-0.075, -0.001, 0.057], [-0.003, 0.029, 0.043], [-0.069, 0.101, 0.001], [0.038, 0.006, -0.015], [0.035, 0.051, 0.074], [-0.075, 0.022, 0.071]], "mulliken_charge": [-1.32, -0.56, 0.12, -0.79, -0.99, -1.30, 1.32, 0.27, 0.11, -0.46, -0.17, -0.09, -0.40, -0.21, -0.56, -0.61, -0.51, -0.20, 0.27, -0.90, -0.49, 0.89, -0.72, 0.10, -0.65, 0.18, 0.31, 0.32, 0.40, 0.21, 0.34, 0.28, -0.06, 0.47, 0.26, 0.49, 0.30, 0.39, 0.58, 0.36, 0.58, 0.40, 0.39, 0.47, 0.18, 0.57, 0.26, 0.20, -1.63, 0.92, -0.65, -0.39, -0.65, -0.60, 0.31, 0.37, 0.36, 0.07, 0.22, 0.46, 0.30, 0.23, 0.26, 0.10, 0.31], "e_lumo_ev": -1.01, "e_homo_ha": -0.3193, "homo_lumo_gap_ev": 7.7}